[1]
Formula: C11H21BF4NO9Ti
Source: the OMol25 dataset
Level of theory: wB97M-V/def2-TZVPD

XYZ file:
```
48
Properties=species:S:1:pos:R:3:lowdin_spin:R:1
Ti -0.97094 -0.26657 0.27654 0.870
B -2.92737 0.29927 0.89431 0.022
F -1.97677 1.17653 0.37001 0.026
F -2.76857 0.27887 2.29938 0.015
F -4.16554 0.72483 0.59090 0.002
F -2.66945 -0.91851 0.26572 0.029
C -0.60455 -3.56159 -1.57309 0.012
O 0.17645 -2.51344 -2.06484 0.114
C -0.17429 -1.21849 -1.85396 0.458
O -1.13817 -0.85337 -1.15323 0.125
O 0.58146 -0.28655 -2.54123 0.112
C 1.40303 -0.71992 -3.61711 0.009
H -1.67843 -3.46170 -1.73095 0.003
H -0.55704 -3.63833 -0.48683 0.006
H -0.41192 -4.54376 -2.00473 0.000
H 0.76643 -0.67474 -4.50074 0.005
H 1.91350 -1.67580 -3.49953 0.000
H 2.12960 0.07834 -3.76869 0.000
C -1.89508 2.33678 -1.77000 0.007
O -0.52173 2.75482 -1.47496 0.065
C 0.31577 1.83014 -0.94696 0.193
O 0.04940 0.78404 -0.41392 0.045
O 1.60165 2.15732 -1.17844 0.063
C 1.98158 3.21085 -2.09434 0.006
H -2.31874 3.13533 -2.37905 0.000
H -2.58430 2.30875 -0.92603 0.001
H -1.88202 1.39472 -2.31815 0.001
H 3.07123 3.18930 -2.11198 0.000
H 1.69438 4.18681 -1.70303 0.001
H 1.62652 3.09194 -3.11800 0.002
C 2.14035 -0.88147 3.37535 0.005
O 1.74669 0.47742 3.29914 0.022
C 0.74370 0.77165 2.45499 0.064
O 0.35017 0.09702 1.52046 0.020
O 0.22389 1.97072 2.93904 0.019
C -0.92369 2.45618 2.35186 0.005
H 1.30752 -1.55473 3.17239 0.004
H 2.46461 -1.09576 4.39370 0.001
H 2.93047 -1.18743 2.68962 0.001
H -1.63239 1.72581 1.96147 0.001
H -0.57323 3.10115 1.54606 0.003
H -1.44161 3.17012 2.99229 0.000
C 1.00248 -3.27167 2.30020 0.100
C 0.38042 -2.39409 1.34334 0.368
N -0.19534 -1.69261 0.60596 0.144
H 1.97966 -3.60752 1.95319 0.030
H 0.27506 -4.06557 2.46962 0.011
H 1.15515 -2.62504 3.16428 0.010
```

Calculated values
⟨S²⟩ ... 3.7763
Calculated total energy ... -2437.049851 Eh
Spin multiplicity ... 4

***

[2]
Formula: C61H47InNO4P3SiTe
Source: the OMol25 dataset
Level of theory: wB97M-V/def2-TZVPD

XYZ file:
```
119
Properties=species:S:1:pos:R:3:mulliken_charge:R:1
In -0.23896 -1.95529 0.12793 1.615
C -2.00947 -2.12770 6.58871 -0.670
C -0.68725 -2.48058 6.59750 -0.717
C 0.02994 -2.54103 5.39883 -0.297
C -0.58040 -2.19929 4.16296 0.359
C -1.90922 -1.88295 4.18101 -0.166
C -2.64078 -1.93667 5.34414 -0.537
P 0.45274 -2.04138 2.64297 0.900
C 1.49002 -3.51480 2.83644 0.604
C 1.00928 -4.80098 3.20661 -0.504
C 1.86647 -5.89944 3.12981 -0.674
C 3.19102 -5.72507 2.83641 -0.544
C 3.73282 -4.50820 2.61812 -0.648
C 2.87399 -3.36175 2.49418 -0.417
C 1.40963 -0.46307 2.90201 -0.531
C 2.31508 -0.41415 3.98461 -0.022
C 3.15648 0.69092 4.18940 -1.045
C 3.04994 1.78920 3.38193 -0.911
C 2.11985 1.83219 2.33224 -0.158
C 1.28030 0.70594 2.10504 0.608
Si 0.12230 0.84096 0.48454 -1.140
C 1.25127 1.72254 -0.73614 1.177
C 1.52450 3.08149 -0.46182 -0.999
C 2.62606 3.72761 -0.95872 -0.831
C 3.52261 3.01542 -1.74097 -1.108
C 3.34674 1.64897 -2.00203 0.384
C 2.24478 0.99945 -1.51593 -0.569
P 1.93681 -0.75094 -1.87731 0.649
C 3.48367 -1.54763 -1.33427 0.813
C 4.47913 -0.87329 -0.52044 -0.131
C 5.73219 -1.42848 -0.34927 -0.650
C 6.00538 -2.74253 -0.79405 -0.737
C 5.01138 -3.47319 -1.38199 -1.057
C 3.72672 -2.87216 -1.68025 -0.155
C 1.92124 -0.81861 -3.62017 0.945
C 1.55394 0.33029 -4.40355 -0.807
C 1.36875 0.25389 -5.80597 -0.838
C 1.76146 -0.90822 -6.48267 -0.523
C 2.20416 -2.03346 -5.76916 -0.647
C 2.34442 -2.00684 -4.39202 -0.628
C -1.27077 2.16926 0.58296 1.576
C -1.55882 2.21397 1.94400 -0.702
C -1.59191 3.49563 2.57568 -0.873
C -1.45328 4.61133 1.76719 -1.154
C -1.81234 4.49477 0.42713 -0.256
C -1.58614 3.30881 -0.27272 -0.234
P -2.18207 3.38791 -2.01631 1.112
C -1.64433 5.02963 -2.78442 0.713
C -2.26121 5.56541 -3.91768 -0.587
C -1.69002 6.64655 -4.60396 -0.906
C -0.48223 7.22330 -4.17326 -0.388
C 0.13978 6.72984 -3.01606 -0.879
C -0.39468 5.55779 -2.39706 0.172
C -3.99345 3.54633 -1.77281 0.436
C -4.77628 4.56287 -2.30584 -0.588
C -6.16959 4.55445 -2.01596 -0.698
C -6.78359 3.51917 -1.32214 -0.614
C -5.98514 2.55845 -0.73500 -0.522
C -4.60215 2.58011 -0.93146 -0.193
H -2.53069 -2.15790 7.51847 0.405
H -0.18929 -2.87319 7.48257 0.375
H 1.08641 -2.79587 5.46822 0.203
H -2.45844 -1.70776 3.26799 0.417
H -3.74393 -1.89639 5.28885 0.384
H -0.02014 -5.01224 3.54596 0.363
H 1.41465 -6.88453 3.23921 0.411
H 3.85391 -6.58746 2.85401 0.366
H 4.80556 -4.31522 2.50124 0.388
H 3.34087 -2.35722 2.31012 0.135
H 2.23920 -1.25914 4.65855 0.281
H 3.73099 0.74646 5.13943 0.328
H 3.66927 2.63899 3.61858 0.477
H 1.89935 2.79349 1.84791 0.343
H 0.89064 3.62691 0.26429 0.502
H 2.84327 4.75809 -0.57039 0.364
H 4.34282 3.54556 -2.24041 0.312
H 4.13183 1.09073 -2.52683 0.533
H 4.22749 0.05179 -0.00016 0.447
H 6.54318 -0.86631 0.15442 0.389
H 7.04022 -3.05684 -0.80389 0.415
H 5.06493 -4.50772 -1.67019 0.463
H 2.92726 -3.61939 -2.08927 0.141
H 1.25221 1.23177 -3.84292 0.470
H 0.99124 1.09381 -6.33761 0.506
H 1.70398 -0.87176 -7.55407 0.382
H 2.37432 -2.98502 -6.34042 0.320
H 2.73313 -2.89109 -3.89099 0.135
H -1.52125 1.30374 2.51762 0.760
H -1.79017 3.61360 3.63567 0.446
H -1.14580 5.58112 2.11451 0.444
H -2.11937 5.41272 -0.10872 0.469
H -3.16452 5.15569 -4.28238 0.694
H -2.20925 7.07653 -5.44430 0.404
H -0.08084 8.07070 -4.77085 0.327
H 1.07175 7.10563 -2.62181 0.437
H 0.04088 4.98457 -1.55604 0.014
H -4.27755 5.38711 -2.82188 0.470
H -6.75367 5.34734 -2.49517 0.356
H -7.84522 3.48510 -1.18773 0.420
H -6.43457 1.72218 -0.17941 0.267
H -3.96802 1.80920 -0.52868 0.279
O -5.13639 -1.70385 0.60541 -0.490
C -3.79827 -1.64936 0.42614 -0.046
O -3.07064 -0.67663 0.37152 -0.246
C -3.39616 -3.10192 0.24205 0.856
C -4.41482 -4.10639 0.11698 -0.750
C -3.99230 -5.39288 -0.18372 -0.750
C -2.60268 -5.68512 -0.08831 -0.884
C -1.68179 -4.64735 -0.04194 0.730
N -2.07916 -3.37833 0.25933 0.060
C -0.25822 -4.88657 -0.43181 -0.082
O 0.10363 -6.12083 -0.76798 -0.536
O 0.61794 -4.05936 -0.27110 -0.286
H -5.41950 -0.82299 0.90912 0.326
H -5.51412 -3.79772 -0.00475 0.305
H -4.66108 -6.16833 -0.65076 0.284
H -2.28285 -6.70778 -0.04998 0.694
H -0.54338 -6.55575 -1.35166 0.347
Te -1.81763 1.38664 -3.40294 -0.379
```

Calculated values
Calculated total energy ... -4479.944197 Eh

***

[3]
Formula: C15H18O2
Source: the OMol25 dataset
Level of theory: wB97M-V/def2-TZVPD

XYZ file:
```
35
Properties=species:S:1:pos:R:3:mulliken_charge:R:1
C 0.20383 1.94504 -1.84910 -1.463
C -2.94529 0.24951 -0.51479 -0.620
C -2.90524 -0.96748 -1.14638 0.624
C -1.97448 1.16011 -0.92202 -0.204
C -0.89236 0.94668 -1.77733 0.342
C -1.99567 -1.23791 -2.21605 -0.735
C -1.03076 -0.29150 -2.46083 -0.229
O -3.79298 -1.97316 -0.82210 -0.596
H -3.57648 0.41716 0.35379 0.427
H -1.93931 2.20540 -0.59228 0.302
H -2.12843 -2.26458 -2.46846 0.436
H -3.49576 -2.36064 0.03695 0.371
H 0.05996 2.68318 -2.64870 0.425
H 1.13751 1.42342 -2.06470 0.284
H -0.17420 -0.50359 -3.08939 0.319
H 0.22051 2.40628 -0.85480 0.330
C 2.87891 0.83732 0.39595 -0.676
C 3.42994 1.38118 1.71997 -1.305
C 1.75298 -0.10467 0.81164 0.194
C 0.62344 0.47757 1.38431 -0.113
C 1.63573 -1.46421 0.57741 -0.037
C -0.57675 -0.20756 1.72866 -0.718
C 0.51564 -2.26844 0.85150 -1.180
C -0.51641 -1.57814 1.41366 0.793
O -1.80667 -2.21964 1.45559 -0.550
H 2.56297 1.69390 -0.21827 0.075
H 3.60462 0.39147 -0.28042 0.477
H 4.29797 0.88335 2.09630 0.347
H 0.51467 1.53065 1.59033 0.404
H 2.44638 -1.95890 0.03234 0.344
H -1.39291 0.33684 2.17921 0.451
H 0.71030 -3.30733 0.68588 0.448
H -2.09978 -2.09433 2.36698 0.310
H 2.74221 1.46450 2.56628 0.324
H 3.90590 2.36854 1.67888 0.401
```

Calculated values
Calculated total energy ... -732.790216 Eh
Structure (SMILES) ... CCc1ccc(O)cc1.Cc1ccc(O)cc1

***

[4]
Formula: C2H3N2O2
Source: the OMol25 dataset
Level of theory: wB97M-V/def2-TZVPD

XYZ file:
```
9
Properties=species:S:1:pos:R:3:lowdin_spin:R:1
C 0.28056 -0.71132 0.19673 0.352
C 0.03141 -0.58917 -1.29233 0.420
N 0.15043 0.23177 1.05471 0.257
N 0.06547 1.72862 0.69795 0.038
O -0.93405 2.08179 0.32828 0.025
O 0.22797 0.32640 -1.96624 0.789
H 0.45736 -1.68205 0.42195 0.023
H -0.48719 -1.45718 -1.46439 0.085
H 0.20802 0.07114 2.02335 0.011
```

Calculated values
⟨S²⟩ ... 2.0129
Calculated total energy ... -337.456651 Eh
Total charge ... +1
Spin multiplicity ... 3

***

[5]
Formula: C22H19AsMnN2O7S3
Source: the OMol25 dataset
Level of theory: wB97M-V/def2-TZVPD

XYZ file:
```
55
Properties=species:S:1:pos:R:3:lowdin_spin:R:1
Mn -0.44024 0.57964 1.27849 1.229
C 2.70965 1.76165 -1.59713 -0.001
C 1.67505 1.82348 -0.51931 -0.003
N 0.87017 0.81610 -0.27014 -0.017
N 1.02303 -0.24523 -1.12327 -0.001
C 0.48544 -1.26813 -1.34413 -0.001
S -2.05689 -0.24046 -0.01260 -0.161
S 0.23902 -2.77788 -1.94218 -0.002
C -1.14731 -2.42051 -3.15427 0.000
C -0.74589 -1.44285 -4.20981 0.000
C -0.21161 -1.88412 -5.41387 0.000
C 0.12663 -0.96745 -6.39946 0.000
C -0.06686 0.39015 -6.18276 0.000
C -0.59907 0.83700 -4.97983 0.000
C -0.93578 -0.07937 -3.99540 0.000
C 1.52326 3.05519 0.23244 -0.004
C 2.45343 4.09782 0.08528 -0.001
C 2.23664 5.31923 0.68942 -0.012
C 1.07252 5.53332 1.42579 0.002
C 0.14723 4.51700 1.60890 -0.011
C 0.40322 3.29066 1.03767 0.001
O -0.48193 2.29141 1.27332 0.000
H 2.76193 0.79230 -2.07838 0.000
H 3.68610 1.98516 -1.16737 0.000
H 2.49619 2.52519 -2.34591 0.000
H -1.98737 -2.09037 -2.54777 -0.001
H -1.34621 -3.42395 -3.52840 0.000
H -0.06836 -2.94450 -5.58977 0.000
H 0.53058 -1.31484 -7.34072 0.000
H 0.18103 1.10110 -6.95974 0.000
H -0.77222 1.89366 -4.82214 0.000
H -1.38984 0.26767 -3.07048 0.000
H 3.34879 3.95074 -0.49913 0.000
H 2.96561 6.11043 0.58426 -0.001
H 0.88823 6.50160 1.87245 0.000
H -0.75451 4.65818 2.18864 0.000
O 0.87392 0.48224 3.23460 0.002
As 0.89175 -1.28373 3.01412 0.006
O 2.39123 -1.85626 3.13719 -0.001
O 0.22752 -1.05859 1.39705 0.003
C -0.47132 -2.33430 3.81419 0.003
C 0.01861 -3.38322 4.56730 0.001
C -0.84816 -4.38734 5.00367 0.000
C -2.18589 -4.35592 4.67272 0.000
C -2.70623 -3.29888 3.92836 -0.001
C -1.85195 -2.29871 3.49956 0.001
S -2.60802 -0.96922 2.66839 -0.001
O -3.93578 -0.77881 3.09997 -0.001
O -2.57010 -1.39753 1.13786 -0.027
O -1.68363 0.18371 2.76001 0.000
H 1.62904 0.76013 3.77556 0.000
H 1.07595 -3.42994 4.79563 0.000
H -0.45831 -5.20049 5.60099 0.000
H -2.84373 -5.15005 4.99822 0.000
H -3.76454 -3.24211 3.71192 0.000
```

Calculated values
⟨S²⟩ ... 0.8679
Calculated total energy ... -6066.572175 Eh
Total charge ... +2
Spin multiplicity ... 2

***

[6]
Formula: C9H14
Source: the OMol25 dataset
Level of theory: wB97M-V/def2-TZVPD

XYZ file:
```
23
Properties=species:S:1:pos:R:3:mulliken_charge:R:1
C -2.18847 0.00996 -3.13639 -1.410
C 0.92915 1.17451 -0.42013 -0.561
C 1.12168 1.29329 -1.78609 -0.437
C -0.25513 0.63194 0.04850 -0.259
C 0.09579 0.92842 -2.64476 -0.429
C -1.27997 0.25757 -0.80891 -0.585
C -1.10338 0.40259 -2.17739 0.849
H 1.67845 1.50141 0.29308 0.343
H 2.06447 1.66524 -2.16255 0.368
H -0.46450 0.55183 1.10350 0.448
H 0.18945 1.16456 -3.70205 0.329
H -2.13548 -0.21519 -0.34730 0.339
H -2.68202 -0.92317 -2.84690 0.336
H -1.83099 -0.17787 -4.13870 0.368
H -3.00036 0.73180 -3.17636 0.286
C 1.64327 -0.94866 2.68567 -0.765
C 0.57848 -1.28253 3.77336 -0.857
H 1.32498 -1.34457 1.73149 0.269
H 1.80738 0.12108 2.70648 0.152
H 2.57101 -1.47259 2.90615 0.397
H 0.92475 -2.11556 4.37025 0.314
H 0.38266 -0.44565 4.44922 0.256
H -0.37120 -1.50845 3.27985 0.248
```

Calculated values
Calculated total energy ... -351.318044 Eh
Structure (SMILES) ... Cc1ccccc1.CC